# 1
94
Properties=species:S:1:pos:R:3 method="wB97M-V/def2-TZVPD" charge=+1 energy_ha=-2986.33738 multiplicity=1
C -0.1313 1.2782 -1.2664
C -0.1851 2.7921 -1.1317
O 0.9240 3.3267 -1.9390
C -1.4675 3.4466 -1.5964
N -2.5575 3.0316 -0.7337
C -3.3884 1.9284 -1.2724
C -3.9903 1.1383 -0.0751
O -5.0305 1.6453 0.3711
O -3.3395 0.1347 0.2967
H 0.4820 1.0076 -2.1163
H -1.0907 0.8110 -1.4100
H 0.2918 0.8600 -0.3526
H -0.0409 3.0256 -0.0789
H 0.5866 4.1585 -2.2859
H -1.3640 4.5307 -1.4909
H -1.6994 3.2978 -2.6779
H -3.1750 3.8299 -0.7023
H -4.2324 2.3806 -1.8201
H -2.8570 1.2574 -1.9479
C 6.5529 3.1974 0.5931
O 5.2653 3.5706 1.0048
C 4.2274 3.1637 0.1252
C 3.0099 2.6806 0.8617
O 3.0893 1.4104 1.4553
C 3.8759 1.1750 2.6139
C 3.4158 1.9044 3.8534
O 3.7543 3.2739 3.7924
C 2.8203 4.1142 4.4381
H 6.8832 3.7813 -0.2832
H 7.2340 3.3975 1.4173
H 6.6062 2.1324 0.3456
H 4.5727 2.3660 -0.5405
H 3.9333 4.0334 -0.4828
H 2.2189 2.5413 0.1229
H 2.6533 3.4365 1.5662
H 4.9333 1.3693 2.4169
H 3.7734 0.1037 2.8044
H 3.9171 1.4599 4.7243
H 2.3315 1.7801 3.9702
H 1.7977 3.9038 4.1046
H 3.0655 5.1404 4.1742
H 2.8718 4.0055 5.5261
Li -2.6306 2.0439 -3.5665
O -0.7491 -2.6758 -4.6832
C -0.7526 -1.6585 -3.7889
C -1.5459 -0.4533 -4.3587
O -1.6946 0.6904 -3.5975
H 0.2441 -1.2412 -3.4991
H -1.2404 -1.8721 -2.8009
H -2.4937 -0.8804 -4.6132
H -1.0741 -0.2687 -5.3470
C 4.0265 4.8989 -3.8380
C 5.2343 4.3948 -3.1373
O 5.4423 3.3087 -2.7396
N 6.3500 5.4306 -2.7920
C 6.8045 6.3347 -3.9004
H 3.4126 4.0415 -4.0984
H 3.4650 5.5583 -3.1710
H 4.2868 5.4445 -4.7452
H 6.0010 5.9915 -2.0082
H 7.1064 4.8492 -2.4208
H 7.6645 6.8967 -3.5490
H 5.9979 7.0141 -4.1527
H 7.0839 5.7238 -4.7533
K -2.9671 -0.9680 -6.3807
C 0.3793 -0.4915 2.1384
C 0.2297 -1.9098 2.2824
N 0.1100 -3.0545 2.3146
H -0.4751 -0.1215 1.5634
H 0.3924 -0.0025 3.1112
H 1.2988 -0.2516 1.6003
Be -0.3416 -4.4103 0.7490
O -2.3480 -7.0711 0.8681
H -1.7166 -6.4134 1.1486
C -4.3819 -4.1646 1.1866
C -2.9849 -4.3469 0.9514
N -1.8617 -4.4919 0.7428
H -4.5306 -3.3155 1.8547
H -4.8801 -3.9747 0.2354
H -4.7797 -5.0754 1.6369
C -5.1015 -8.3412 1.4898
C -6.5406 -8.7932 1.4215
O -6.9606 -9.4082 2.6627
C -7.3204 -8.5777 3.6193
O -7.3368 -7.3813 3.5760
C -7.7848 -9.3793 4.8572
F -6.9525 -10.3882 5.1227
F -9.0034 -9.8876 4.6353
F -7.8449 -8.5921 5.9249
H -4.4478 -9.1665 1.7646
H -4.7717 -7.9491 0.5296
H -4.9672 -7.5627 2.2399
H -6.6692 -9.5588 0.6605
H -7.2119 -7.9713 1.1760

# 2
89
Properties=species:S:1:pos:R:3 method="wB97M-V/def2-TZVPD" charge=+1 energy_ha=-3146.40265 multiplicity=1
C -4.0513 -4.0709 2.1042
C -4.0969 -4.0278 0.5680
C -2.7223 -4.2258 -0.0777
C -2.7703 -3.9713 -1.5831
N -1.5822 -4.4445 -2.3126
C -0.4763 -3.4727 -2.3822
C 0.2130 -3.1906 -1.0504
C 1.5319 -2.4200 -1.2530
C 1.8516 -1.3291 -0.2294
C 1.1639 0.0174 -0.4352
O 1.9798 1.1120 -0.0854
C 1.5795 1.6452 1.1625
O 2.0408 0.7437 2.1290
O 2.0724 2.8928 1.3185
C 3.5113 2.9852 1.5124
C 3.8629 3.2725 2.9703
C 0.0343 1.6751 0.9774
C -0.3672 2.7902 0.0021
C -1.6882 3.5155 0.3060
O -1.8606 3.7044 1.6983
C -2.9408 3.0793 2.3295
C -3.8454 4.1113 2.9988
F -3.9181 5.2162 2.3032
F -5.0593 3.6290 3.1310
F -3.4148 4.4397 4.2006
N -0.1477 0.2714 0.3705
O -0.2320 -0.6836 1.4147
P -1.6752 0.0621 -0.6915
N -1.4508 0.3001 -2.1874
C -1.9198 -4.8553 -3.6474
S -1.5616 -6.3240 -4.1896
S -2.6867 -3.6310 -4.7426
C -4.4700 -3.8072 -4.3895
C -5.3024 -3.6821 -5.6859
C -6.3673 -2.5809 -5.6134
H -3.9909 -3.0639 2.5324
H -4.9348 -4.5508 2.5311
H -3.1782 -4.6311 2.4570
H -4.7909 -4.7852 0.1905
H -4.4834 -3.0500 0.2470
H -2.3633 -5.2476 0.0924
H -2.0063 -3.5706 0.4336
H -3.6305 -4.5353 -1.9635
H -2.9730 -2.9094 -1.8166
H -0.8020 -2.5323 -2.8564
H 0.2756 -3.9256 -3.0419
H 0.4216 -4.1539 -0.5731
H -0.4366 -2.6286 -0.3724
H 2.3635 -3.1296 -1.1978
H 1.5569 -1.9902 -2.2643
H 2.9088 -1.0566 -0.3184
H 1.7214 -1.6951 0.7896
H 0.8908 0.1579 -1.4870
H 1.4658 0.7208 2.9058
H 3.8342 3.7867 0.8452
H 3.9713 2.0604 1.1582
H 2.9432 3.4701 3.5302
H 4.3566 2.4224 3.4445
H 4.5028 4.1521 3.0589
H -0.5342 1.7262 1.9092
H -0.3715 2.4293 -1.0323
H 0.4379 3.5249 0.0587
H -1.6334 4.5044 -0.1611
H -2.5705 3.0213 -0.1237
H -3.5734 2.5180 1.6302
H -2.5896 2.4082 3.1233
H -1.0473 -0.4806 1.9077
H -1.8988 -1.2385 -0.2523
H -2.5200 0.8696 0.0845
H -1.8950 1.1197 -2.5905
H -4.7544 -3.0281 -3.6751
H -4.6389 -4.7756 -3.9144
H -5.7872 -4.6423 -5.8860
H -4.6311 -3.4979 -6.5288
H -5.9457 -1.5959 -5.8400
H -6.8234 -2.5332 -4.6191
H -7.1727 -2.7637 -6.3305
C 7.7836 5.1386 0.7258
O 8.9085 5.1961 1.6040
C 8.7578 4.5301 2.7487
O 7.7774 3.9077 3.0768
O 9.8686 4.6685 3.4630
C 9.8544 4.0005 4.7309
H 8.0670 5.7204 -0.1455
H 7.5724 4.1089 0.4415
H 6.9054 5.5735 1.2012
H 9.7241 2.9289 4.5948
H 9.0530 4.3885 5.3563
H 10.8204 4.2119 5.1774

# 3
92
Properties=species:S:1:pos:R:3 method="wB97M-V/def2-TZVPD" energy_ha=-3743.37373 multiplicity=1
N -0.9024 0.1218 0.8626
H -0.5701 0.9818 1.1967
H -1.5004 -0.3759 1.4094
H -0.3382 -0.5876 0.5427
H -1.4719 0.3931 0.0653
F -1.7223 -2.7065 0.7402
C 1.8032 1.7099 -5.8324
C 0.4761 1.0792 -5.4704
C 0.4152 -0.3803 -5.4594
O 0.1075 -0.8335 -4.1913
C 0.1158 0.2700 -3.5150
O 0.0783 0.2768 -2.2661
O 0.1693 1.4433 -4.1600
H 1.9263 1.8043 -6.6816
H 2.6528 1.3042 -5.4553
H 1.7417 2.8295 -5.4670
H -0.2235 1.5099 -6.3045
H 1.3476 -0.8859 -5.6425
H -0.1430 -0.8385 -6.1505
C 2.5585 -4.8360 0.9983
C 1.0850 -4.8601 0.2656
C 0.8466 -3.8404 -0.8926
O 0.5349 -4.7746 -1.8833
C 0.8199 -5.9835 -1.7073
O 0.8283 -6.8533 -2.5853
O 1.0771 -6.0626 -0.3758
H 3.1919 -4.8389 0.0665
H 2.7653 -5.7053 1.6884
H 2.5308 -3.7753 1.3286
H 0.4798 -4.8166 0.9861
H 1.8375 -3.3493 -1.3840
H 0.0392 -3.1828 -0.6605
C -0.5831 6.0323 -0.0125
C -0.8586 5.8299 -1.5176
C -0.5049 4.5108 -2.1275
S -0.9649 3.4387 -0.7436
O 0.1020 2.5995 -0.4285
O -2.2840 2.7496 -0.9621
C -1.0486 4.6463 0.4998
H -0.8187 6.9058 0.4041
H 0.2747 6.2488 0.2256
H -0.4581 6.7741 -2.0728
H -2.0181 5.8911 -1.6364
H 0.4883 4.3568 -2.2990
H -0.6582 4.4009 -3.2076
H -0.4953 4.1848 1.3832
H -2.0154 4.7641 0.7973
C 0.0390 -2.6600 4.8008
C 0.5505 -2.8075 3.4142
C 1.6770 -1.7267 3.3764
S 1.0451 -0.3144 4.2673
O 0.2709 0.6691 3.5496
O 2.0801 0.0074 5.1737
C -0.1033 -1.2129 5.1980
H 0.6737 -3.1176 5.5018
H -0.9397 -3.1646 5.0370
H -0.2395 -2.6502 2.7016
H 0.9332 -3.6657 3.2829
H 1.7844 -1.4908 2.3285
H 2.5641 -2.0653 3.8180
H -1.1889 -0.6713 5.2994
H 0.3740 -1.3339 6.3638
C 4.7228 1.0414 -2.2618
C 5.4192 1.3236 -0.9850
C 4.8928 0.2915 0.1097
S 3.3016 -0.3224 -0.3531
O 2.3039 0.1397 0.5158
O 3.5813 -1.6603 -0.7581
C 3.2593 0.6449 -1.8315
H 5.0353 0.3530 -2.6701
H 4.9435 1.6917 -3.0143
H 5.2767 2.2544 -0.4748
H 6.5855 1.2061 -0.9633
H 5.0692 0.5866 1.2424
H 5.5983 -0.5609 0.2321
H 2.8113 1.5185 -1.5327
H 2.6682 0.4626 -2.4598
C -6.4724 -0.7910 1.1474
C -6.2171 -1.1341 2.5704
C -5.0894 -0.2474 2.9369
S -4.9732 1.1707 1.9377
O -3.6251 1.1008 1.3333
O -5.1630 2.3611 2.7744
C -6.1355 0.7378 0.7822
H -7.5387 -0.9261 0.7431
H -5.6918 -1.3890 0.4854
H -5.7711 -2.1225 2.7506
H -7.1768 -0.8458 3.2061
H -4.0635 -0.5684 2.9488
H -5.1619 0.2606 4.0859
H -5.6871 0.6521 -0.2517
H -6.9363 1.4047 1.2731

# 4
114
Properties=species:S:1:pos:R:3 method="wB97M-V/def2-TZVPD" energy_ha=-6686.72881 multiplicity=1
C 4.1220 -3.7982 3.2332
C 4.7329 -3.5215 1.8563
C 3.8399 -4.3448 0.9151
O 2.5885 -4.4365 1.5527
C 2.8980 -4.6726 2.9283
H 3.8652 -2.8932 3.7801
H 4.7609 -4.3871 3.8946
H 5.7884 -3.7499 1.7430
H 4.5388 -2.4768 1.5993
H 4.2382 -5.3639 0.7598
H 3.8597 -3.9730 -0.1122
H 3.1464 -5.7362 3.0162
H 2.0266 -4.4482 3.5387
C -4.7329 -0.0607 -1.0957
C -4.5372 1.3681 -1.6002
C -3.0321 1.4339 -1.7482
O -2.6642 0.1777 -2.3140
C -3.5532 -0.7973 -1.8055
H -5.6618 -0.5558 -1.3606
H -4.5219 -0.1335 -0.0270
H -4.9466 2.0721 -0.8784
H -4.9574 1.4648 -2.6022
H -2.5245 1.5948 -0.7899
H -2.7053 2.2512 -2.3905
H -3.0483 -1.5272 -1.1748
H -4.0081 -1.3796 -2.6160
C -1.0035 -2.3651 -3.6882
C -2.1355 -2.5347 -4.6817
O -1.7577 -1.7893 -5.8426
S -0.1710 -1.5045 -5.8451
O 0.0277 -0.1324 -5.5268
O 0.4533 -2.0836 -6.9786
O 0.1602 -2.3822 -4.5489
H -0.9138 -3.1274 -2.9207
H -0.9769 -1.3816 -3.2071
H -3.0892 -2.1868 -4.2974
H -2.2459 -3.5858 -4.9580
C -2.4440 5.7311 1.4594
C -2.1393 4.3636 0.8133
O -3.1811 4.1377 -0.1454
S -4.5298 4.7929 0.4346
O -5.0348 3.9328 1.4489
O -5.3523 5.2393 -0.6288
O -3.7848 6.0374 1.1436
H -1.7478 6.4943 1.1157
H -2.3045 5.6421 2.5382
H -2.1533 3.5245 1.5088
H -1.1938 4.3142 0.2817
C -2.4977 -6.7702 -0.1327
C -3.8330 -6.3666 0.4587
O -3.7363 -4.9437 0.5792
S -3.0059 -4.3791 -0.7432
O -2.0893 -3.3688 -0.3395
O -3.9645 -4.0914 -1.7515
O -2.2017 -5.7330 -1.0777
H -2.5225 -7.7397 -0.6254
H -1.7090 -6.8093 0.6199
H -3.9600 -6.7663 1.4644
H -4.7134 -6.6484 -0.1195
C 1.6018 -1.0720 0.8595
C 0.2629 -1.6141 0.3551
O -0.6500 -0.4998 0.3954
S 0.2141 0.7764 -0.0684
O -0.3937 1.9628 0.4307
O 0.4809 0.6629 -1.4607
O 1.5054 0.3701 0.7878
H 2.4729 -1.4639 0.3401
H 1.7578 -1.2386 1.9279
H -0.1437 -2.4211 0.9493
H 0.3700 -1.8864 -0.6956
C 5.7253 0.2569 4.7385
C 4.3234 -0.1315 5.1636
O 4.5218 -1.3394 5.8759
S 5.9113 -1.2805 6.7091
O 6.6707 -2.4414 6.3906
O 5.6725 -0.9124 8.0596
O 6.5031 -0.0049 5.9147
H 5.8579 1.2923 4.4297
H 6.1422 -0.3354 3.9177
H 3.6930 -0.3039 4.2938
H 3.9182 0.6391 5.8225
C 3.5055 4.6987 -0.4676
C 3.0984 3.2977 -0.9176
O 3.7651 3.0536 -2.1562
S 4.6524 4.3232 -2.6204
O 4.3894 4.6430 -3.9741
O 5.9992 4.1399 -2.1886
O 3.8971 5.3574 -1.6708
H 4.3204 4.7323 0.2538
H 2.6503 5.2533 -0.0879
H 2.0315 3.1111 -1.0404
H 3.4258 2.5374 -0.2011
C 1.4543 2.6206 -4.7231
C 0.4136 3.0910 -5.7391
O -0.3472 4.0986 -5.0526
S 0.0673 4.1796 -3.5030
O -1.1128 4.2618 -2.7176
O 1.0953 5.1487 -3.2679
O 0.7331 2.7188 -3.4819
H 2.3358 3.2618 -4.7094
H 1.7146 1.5736 -4.8430
H -0.2697 2.2881 -6.0034
H 0.9044 3.4848 -6.6271
C -2.8587 0.5631 2.2783
C -2.5478 -0.0507 3.6604
O -2.9712 0.9093 4.6109
S -4.0256 1.9544 3.9576
O -3.3050 3.1800 3.8007
O -5.2832 1.8822 4.5943
O -4.1203 1.2104 2.5467
H -3.1215 -0.2170 1.5717
H -2.1074 1.2776 1.9535
H -1.4773 -0.2315 3.7575
H -3.0850 -0.9944 3.7612

# 5
78
Properties=species:S:1:pos:R:3 method="wB97M-V/def2-TZVPD" energy_ha=-1394.49187 multiplicity=1 smiles=C1CCOC1.C1CCOC1.C1CCOC1.C1CCOC1.C1CCOC1.C1CCOC1
C 1.3447 5.0188 3.7411
C 1.7226 5.7796 2.4677
C 0.9151 5.1102 1.4421
O 0.7075 3.7711 1.8249
C 1.1825 3.6153 3.1554
H 0.3596 5.4350 3.9522
H 2.0777 5.0569 4.5470
H 2.7520 5.5836 2.1679
H 1.4969 6.8458 2.4866
H 1.4208 5.1777 0.4789
H -0.0957 5.4917 1.2977
H 2.0665 2.9831 3.2382
H 0.4730 3.0177 3.7277
C -3.6036 2.9142 -2.5258
C -2.4722 2.5673 -3.4888
C -2.7355 3.6069 -4.5733
O -4.0884 3.9960 -4.3898
C -4.7250 3.3965 -3.3423
H -3.2530 3.6738 -1.8271
H -3.8241 2.0711 -1.8711
H -2.7740 1.5524 -3.7477
H -1.4817 2.5500 -3.0341
H -2.8069 3.1173 -5.5445
H -1.9718 4.3846 -4.5682
H -5.4333 2.6154 -3.6186
H -5.2483 4.2014 -2.8261
C 4.7880 0.9486 2.9967
C 4.4734 -0.3772 2.2559
C 4.0549 0.0232 0.7978
O 4.2510 1.5027 0.8508
C 5.1816 1.8429 1.7490
H 5.5943 0.8863 3.7274
H 3.8667 1.3188 3.4465
H 3.6272 -0.8759 2.7287
H 5.3704 -0.9941 2.2032
H 3.0423 -0.3016 0.5584
H 4.8173 -0.3978 0.1424
H 5.1256 2.9049 1.9882
H 6.1612 1.7126 1.2891
C -0.2327 -1.0279 1.4099
C -0.1377 0.4497 1.2077
C -0.6691 0.6361 -0.1686
O -0.4962 -0.5500 -0.8927
C -0.2456 -1.6784 -0.0203
H -1.1747 -1.1627 1.9415
H 0.5287 -1.4977 2.0325
H 0.8920 0.7822 1.0760
H -0.6199 1.0096 2.0090
H -0.0591 1.4162 -0.6239
H -1.7462 0.8032 -0.1733
H 0.6637 -2.2452 -0.2202
H -1.0598 -2.4031 -0.0188
C 0.1591 -4.7642 3.6128
C 0.9940 -4.7403 2.3980
C 1.5186 -6.1524 2.1687
O 0.7360 -7.0608 3.0425
C 0.4779 -6.2097 4.1401
H -0.9231 -4.7931 3.4853
H 0.3219 -3.9355 4.3018
H 1.7679 -3.9756 2.3311
H 0.3434 -4.4943 1.5587
H 2.5840 -6.1847 2.3968
H 1.3815 -6.4729 1.1360
H 1.2280 -6.0633 4.9172
H -0.4415 -6.6404 4.5368
C -3.1976 -1.7150 -4.3833
C -3.7258 -2.6231 -5.4637
C -2.5464 -3.5533 -5.7105
O -2.0217 -3.6962 -4.3549
C -2.4429 -2.6902 -3.4510
H -3.9786 -1.2000 -3.8239
H -2.5353 -0.9742 -4.8315
H -3.9612 -2.1153 -6.3990
H -4.5848 -3.1935 -5.1103
H -1.7194 -3.1579 -6.3003
H -2.6997 -4.5566 -6.1079
H -1.6186 -2.2590 -2.8830
H -3.1186 -3.0370 -2.6693

no.,HOMO-LUMO gap (eV),HOMO level (eV),E_LUMO (eV)
1,2.801,-7.526,-4.725
2,6.851,-10.215,-3.364
3,8.044,-8.060,-0.017
4,8.966,-9.533,-0.567
5,9.804,-9.221,0.583